45
Properties=species:S:1:pos:R:3:forces:R:3 method="wB97M-V/def2-TZVPD" e_above_lowest_ev=0.000 energy_ev=-55277.99114 orbital_gap_ev=7.72 lumo_ha=-0.0138
Pd -2.36590 0.64218 -0.54731 0.06 0.05 0.01
F -7.35688 -0.86546 -1.18098 0.04 -0.14 -0.09
C -7.42315 0.38545 -0.70759 0.02 0.00 0.00
F -8.59774 0.89610 -1.11158 -0.10 0.10 -0.07
F -7.47355 0.29698 0.62765 0.03 0.02 0.17
C -6.26706 1.22213 -1.17087 0.01 0.04 -0.02
C -6.45947 2.36879 -1.92003 0.03 0.00 0.00
C -5.37486 3.13286 -2.34140 -0.04 0.00 0.00
C -4.10463 2.71978 -1.99432 0.00 -0.03 0.02
N -3.93591 1.61661 -1.27450 -0.02 -0.05 -0.02
C -4.95767 0.85219 -0.84878 0.05 0.05 -0.03
S -4.30311 -0.47934 0.04967 -0.07 -0.03 0.03
H -7.46635 2.66782 -2.17669 0.00 0.00 0.00
H -5.51538 4.02917 -2.92598 -0.01 0.00 0.00
H -3.20195 3.24681 -2.27469 0.01 0.00 0.00
C 5.01680 -0.60263 -1.00190 0.00 0.00 0.00
C 4.52941 0.12141 0.24699 0.01 0.00 0.00
C 5.18135 -0.36896 1.53199 0.00 0.01 0.00
C 4.80610 -1.81760 1.80804 0.02 0.00 0.00
C 3.31295 -2.00019 1.75172 -0.03 -0.03 0.01
C 2.70300 -3.04785 2.40311 0.01 0.03 -0.02
C 1.31996 -3.19737 2.35481 -0.02 0.01 -0.01
F 0.77736 -4.24020 3.00716 0.00 0.01 -0.01
C 0.51542 -2.32266 1.68485 0.05 -0.01 0.01
C 1.11204 -1.24487 1.01476 0.04 -0.05 0.05
C 0.25935 -0.29519 0.30187 -0.04 0.01 -0.03
O -0.98076 -0.52030 0.33722 0.01 0.01 -0.04
C 0.91015 0.78192 -0.35337 -0.01 -0.01 -0.01
C 2.27856 0.84710 -0.28248 0.01 -0.02 0.02
N 3.06377 -0.01466 0.36644 -0.01 0.03 -0.02
C 2.50275 -1.09010 1.04116 -0.03 -0.03 0.02
C 0.27195 1.90490 -1.16091 -0.02 0.03 0.04
O 1.02169 2.74974 -1.62879 0.02 0.01 -0.03
O -1.00132 1.91393 -1.31295 -0.03 0.01 0.02
H 6.10060 -0.51730 -1.08715 0.00 0.00 0.00
H 4.56731 -0.16759 -1.89448 0.00 0.00 0.00
H 4.75356 -1.66048 -0.97578 0.00 0.00 0.00
H 4.71678 1.19010 0.13921 0.01 0.00 0.00
H 4.85071 0.26305 2.35949 0.00 0.00 0.00
H 6.26246 -0.25790 1.44624 0.00 0.00 0.00
H 5.17090 -2.12613 2.78814 0.00 0.00 0.00
H 5.28518 -2.47651 1.07871 0.00 0.00 0.00
H 3.28917 -3.76241 2.96716 0.00 0.00 0.00
H -0.55762 -2.44083 1.66364 -0.01 0.00 0.00
H 2.76403 1.66751 -0.79750 0.00 0.00 0.00

46
Properties=species:S:1:pos:R:3:forces:R:3 method="wB97M-V/def2-TZVPD" s_squared=3.7624 energy_ev=-85085.03714 orbital_gap_ev="7.46 / 7.18" lumo_ha="-0.0259 / -0.0399" spin_multiplicity=4
Co -1.72732 -0.84793 -1.47999 -0.05 -0.60 0.05
N 0.63443 -4.26269 -2.22228 0.08 -0.01 -0.09
C 0.07833 -3.04133 -2.13988 -0.49 0.35 -0.06
S -1.65974 -2.96194 -2.28181 -0.06 -0.51 -0.16
N 0.89153 -2.01527 -1.99586 0.90 -0.28 0.12
N 0.25217 -0.85787 -1.80079 -0.14 0.64 -0.19
C 0.78092 0.32500 -1.88486 0.02 -0.76 0.06
C 2.20589 0.64384 -2.09144 0.28 0.08 -0.05
C 2.60552 1.89356 -2.58577 -0.11 -0.17 -0.05
C 3.94512 2.21651 -2.70858 0.02 0.03 -0.09
C 4.92183 1.29091 -2.37514 0.02 0.03 0.01
C 4.54554 0.03450 -1.92714 0.02 0.02 -0.05
C 3.20688 -0.28858 -1.78469 -0.15 0.09 0.13
C -0.26107 1.38470 -1.79055 -0.37 0.21 0.16
C -0.04616 2.65636 -1.27697 0.14 -0.13 -0.02
C -1.07271 3.58184 -1.28889 -0.11 -0.10 0.00
C -2.30124 3.22502 -1.82357 0.06 0.15 0.03
C -2.48176 1.91527 -2.21519 0.01 -0.03 0.03
N -1.50508 1.00627 -2.17721 0.13 0.92 -0.17
H 0.04304 -5.03666 -2.46126 0.03 -0.04 -0.04
H 1.63071 -4.34313 -2.33933 -0.02 0.04 0.06
H 1.86644 2.61027 -2.91050 -0.04 0.06 0.05
H 4.22701 3.19319 -3.08018 -0.01 -0.01 -0.02
H 5.96860 1.54830 -2.47314 0.00 -0.02 -0.01
H 5.30136 -0.70467 -1.69567 -0.02 0.00 0.05
H 2.91712 -1.26286 -1.43160 0.02 -0.04 0.03
H 0.90368 2.88932 -0.82088 0.06 0.05 -0.09
H -0.92458 4.56435 -0.86164 0.03 0.02 -0.05
H -3.11174 3.93567 -1.89633 -0.03 -0.04 0.04
H -3.44561 1.56502 -2.56249 0.00 -0.03 0.04
O -1.35494 0.78418 0.94107 -0.05 -0.14 0.02
C -1.87504 -0.30552 1.17241 -0.06 0.27 -0.15
O -2.42199 -1.05993 0.27597 -0.11 -0.01 0.35
C -1.87710 -0.86010 2.56793 0.05 -0.08 0.03
C -1.91532 -2.23371 2.77866 -0.09 0.04 -0.03
C -1.81705 -2.74785 4.06398 0.02 0.03 -0.06
C -1.71983 -1.89085 5.14588 -0.02 0.12 0.19
C -1.70676 -0.52106 4.92153 0.01 -0.34 -0.42
C -1.76007 0.00671 3.64372 0.02 0.11 0.11
N -1.60729 0.38506 6.06767 0.00 0.25 0.31
O -1.55870 -0.10851 7.18024 0.00 0.03 -0.17
O -1.58284 1.58098 5.84614 0.00 -0.16 -0.01
H -2.02210 -2.88468 1.92075 0.04 -0.01 0.02
H -1.80612 -3.81788 4.22006 -0.06 0.00 0.03
H -1.65752 -2.25615 6.15998 0.01 -0.03 0.00
H -1.70644 1.07238 3.47764 0.00 0.00 0.02

39
Properties=species:S:1:pos:R:3:forces:R:3 method="wB97M-V/def2-TZVPD" energy_ev=-26212.36423 orbital_gap_ev=4.78 lumo_ha=-0.0489
C 5.28895 0.84071 -0.05678 -0.36 0.25 0.47
O 4.53997 1.41955 1.05421 -0.25 -0.49 -0.63
C 3.28960 0.95053 1.31720 0.00 -0.45 0.02
C 2.56648 1.65335 2.31680 0.37 0.06 -0.53
C 1.30723 1.21513 2.68880 -0.25 -1.25 -0.03
C 0.81828 -0.04175 2.20395 0.26 0.94 -0.79
C -0.45562 -0.55680 2.67532 -0.25 -0.91 1.00
C -0.66528 -1.90098 2.89908 0.53 1.09 0.78
C -1.89010 -2.38127 3.44506 -2.50 -0.70 1.01
N -2.90264 -2.75714 3.90013 2.27 0.78 -1.00
C 0.38868 -2.86520 2.83259 1.71 -1.89 -0.44
N 1.22190 -3.68910 2.77592 -1.76 1.85 0.15
C 1.53727 -0.70733 1.19092 -0.36 0.28 0.25
C 2.73708 -0.20650 0.71131 0.71 0.56 0.62
H 6.17858 1.47598 -0.09825 -0.19 -0.30 -0.17
H 5.57795 -0.21153 0.13330 -0.22 0.55 0.04
H 4.71164 0.91079 -0.99840 0.26 0.00 0.47
H 3.05026 2.50093 2.81334 -0.22 -0.25 -0.32
H 0.74883 1.71584 3.49161 0.25 -0.14 -0.18
H -1.17251 0.19401 3.03744 0.06 -0.69 -0.30
H 1.12772 -1.62022 0.75257 0.17 0.32 0.19
H 3.31288 -0.77585 -0.02384 -0.33 0.33 0.19
C -4.42648 -0.10648 0.67810 0.40 -0.30 0.39
Li -0.29124 2.93853 1.45442 -0.39 -0.34 -0.34
C -3.48244 -1.15595 0.82720 -0.32 1.40 -0.09
C -2.18741 -0.61461 0.64833 -0.08 0.06 -0.37
C -2.31504 0.76037 0.33920 -0.19 -0.36 -0.07
C -3.73605 1.09648 0.34757 0.07 -1.03 -0.49
C -4.16788 2.28823 -0.24664 0.46 0.37 0.39
C -3.22081 3.17768 -0.75341 -0.58 0.40 0.18
C -1.84571 2.92994 -0.64410 0.90 -0.53 -0.03
C -1.38913 1.71441 -0.09725 0.38 0.57 0.56
H -5.49465 -0.16854 0.83207 0.01 -0.16 -0.18
H -3.70864 -2.20280 1.00388 -0.01 0.24 0.06
H -1.27165 -1.17444 0.55545 -0.15 0.01 -0.22
H -5.23546 2.50699 -0.29355 0.27 0.01 -0.14
H -3.53469 4.10991 -1.22238 -0.03 -0.26 0.04
H -1.12114 3.54847 -1.18451 -0.26 0.10 0.32
H -0.30612 1.49629 0.04177 -0.40 -0.11 -0.81

39
Properties=species:S:1:pos:R:3:forces:R:3 method="wB97M-V/def2-TZVPD" smiles="Cc1cn([C@@H](C2=C([O-])c3ccccc3C2=O)c2ccccc2)cn1" energy_ev=-28059.83000 orbital_gap_ev=7.41 charge=-1 lumo_ha=0.1194
C -3.43997 2.98023 -0.29179 -0.32 -0.31 0.29
C -2.05824 2.84341 -0.08882 0.00 -0.33 -0.01
C -1.59530 1.81212 0.72288 -1.17 0.66 -0.23
C -2.47962 1.00375 1.43852 -1.26 0.69 -0.66
C -3.85801 1.18205 1.30708 0.31 -0.04 -0.15
C -4.33736 2.14280 0.40129 0.25 0.42 -0.33
C -1.70125 0.19702 2.41585 2.37 0.31 0.31
O -2.10979 -0.64930 3.19429 -0.86 -0.33 0.26
C -0.31211 0.64527 2.30173 -0.64 0.37 -0.42
C 0.72253 0.22386 3.29637 -0.07 -0.34 -0.44
C 2.16538 0.13514 2.60798 -0.47 -0.15 0.46
C 2.77068 1.37030 2.45366 0.84 0.64 0.52
C 4.14168 1.50578 2.22160 -0.53 -0.63 -0.42
C 4.89164 0.37741 1.88216 0.21 0.17 0.28
C 4.27527 -0.87054 1.82029 -0.98 -0.07 -0.10
C 2.89498 -1.00644 2.14388 0.17 0.79 0.80
C -0.20387 1.57859 1.18764 0.94 -0.56 1.31
O 0.76806 2.16911 0.69930 -0.41 -0.06 -0.04
H -3.82269 3.75789 -0.96919 0.17 -0.38 0.39
H -1.35116 3.55013 -0.52094 -0.09 -0.27 -0.05
H -4.55613 0.61470 1.91889 0.18 -0.04 -0.13
H -5.41915 2.27684 0.24811 0.56 -0.09 0.15
H 0.43711 -0.69006 3.79853 0.00 -1.00 -0.98
H 2.16659 2.26943 2.54795 0.18 -0.21 0.43
H 4.58336 2.48872 2.30819 0.12 0.02 -0.26
H 5.96303 0.47729 1.67106 -0.41 -0.10 0.12
H 4.86797 -1.75015 1.52548 -0.46 0.42 0.10
H 2.43201 -1.99278 2.06559 0.06 0.30 0.27
C -0.02888 3.56687 7.22175 -0.25 0.56 0.77
C 0.37778 2.53490 6.26774 0.65 -1.97 -1.98
C -0.09931 2.12236 5.01731 0.30 0.67 0.67
N 0.64571 1.02796 4.62779 1.15 0.36 -0.21
C 1.50899 0.77198 5.65480 -0.31 1.14 0.13
N 1.40547 1.69026 6.62086 0.10 -1.21 -0.20
H -0.84090 4.19159 6.86856 -0.16 0.09 -0.17
H -0.35104 3.08962 8.15525 -0.03 0.10 -0.09
H 0.81104 4.21624 7.49232 -0.05 -0.06 -0.14
H -0.91521 2.53163 4.44474 0.13 -0.16 -0.27
H 2.17697 -0.09683 5.63384 -0.20 0.64 0.03

42
Properties=species:S:1:pos:R:3:forces:R:3 method="wB97M-V/def2-TZVPD" e_above_lowest_ev=0.000 energy_ev=-70546.27921 orbital_gap_ev=6.27 charge=+1 lumo_ha=-0.1732
Pt 0.28455 -0.00915 -0.03031 -0.21 -1.38 2.15
S 2.61051 0.14757 -0.19663 -0.22 0.76 -0.44
C 2.60045 1.71556 0.65564 -0.03 -0.17 0.09
C 3.37592 2.78078 0.22916 0.07 -0.03 0.01
C 3.38682 3.97630 0.94076 -0.03 -0.05 0.03
C 2.62498 4.11622 2.08750 0.02 0.00 0.00
C 1.83780 3.05816 2.53097 -0.01 0.01 0.08
C 1.81575 1.88769 1.80372 0.02 0.05 0.26
S 0.78927 0.48184 2.31360 -0.02 0.34 -1.38
C -0.88198 1.16307 2.65274 -0.11 0.04 0.16
C -1.99562 0.62674 1.77227 0.11 -0.07 0.14
C -3.31477 0.98710 2.00399 0.02 -0.06 0.04
C -4.28629 0.55691 1.11900 -0.01 -0.02 -0.04
C -3.93979 -0.22826 0.02302 -0.03 0.00 0.10
C -2.61686 -0.57736 -0.13795 -0.04 -0.06 0.09
C -2.10825 -1.41791 -1.27077 0.03 0.03 -0.12
S -0.53787 -0.75269 -2.00700 -0.05 -0.03 -0.44
C 0.33251 -2.26469 -2.26564 0.07 -0.06 0.04
C 0.46460 -2.74241 -3.56497 -0.03 -0.02 0.02
C 1.06876 -3.97011 -3.76257 0.00 -0.01 -0.01
C 1.52403 -4.69334 -2.66477 0.01 -0.01 -0.01
C 1.41131 -4.19774 -1.37635 -0.01 0.01 0.02
C 0.82483 -2.95293 -1.15417 -0.01 0.10 -0.08
S 0.73506 -2.28468 0.46826 -0.10 -0.06 -0.08
N -1.69354 -0.17201 0.74915 0.09 0.57 -0.72
H 3.95916 2.66960 -0.67496 0.01 0.03 0.00
H 3.98837 4.80274 0.58836 0.01 -0.01 -0.01
H 2.63733 5.04278 2.64413 -0.01 0.00 -0.01
H 1.25308 3.16210 3.43683 -0.02 0.01 -0.01
H -0.83703 2.25028 2.57569 0.04 -0.01 -0.13
H -1.10294 0.90786 3.69010 0.01 0.06 0.01
H -3.56565 1.62308 2.84150 0.00 -0.01 0.00
H -5.31665 0.85158 1.26554 0.00 0.00 0.00
H -4.68331 -0.54245 -0.69522 0.00 -0.01 0.00
H -2.83096 -1.48688 -2.08111 -0.01 0.00 0.01
H -1.85675 -2.41770 -0.91485 -0.01 0.00 0.02
H 0.09686 -2.15955 -4.39980 0.00 0.00 0.00
H 1.18742 -4.36131 -4.76286 0.00 0.00 0.00
H 1.99731 -5.65402 -2.81854 0.00 0.00 0.00
H 1.80123 -4.75940 -0.53773 0.01 0.00 0.00
N -0.73590 2.95041 -0.58812 -0.08 -0.06 -0.07
C -0.30374 1.88623 -0.48760 0.50 0.13 0.27